[1]
{"formula": "C8H22ClN4", "method": "the ωB97M-V functional and the def2-TZVPD basis", "symbols": ["C", "C", "C", "C", "C", "C", "C", "C", "N", "N", "N", "N", "Cl", "H", "H", "H", "H", "H", "H", "H", "H", "H", "H", "H", "H", "H", "H", "H", "H", "H", "H", "H", "H", "H", "H"], "coordinates": [[-1.257, 1.251, -3.654], [-2.910, -3.032, -4.222], [1.345, 2.435, 4.007], [2.489, 0.575, 5.032], [1.969, 1.500, 0.803], [-1.253, -0.272, -3.554], [-2.557, -2.355, -2.864], [1.423, 0.289, 2.913], [1.523, -1.012, 2.865], [1.695, 1.030, 3.909], [0.819, 1.056, 1.612], [-2.393, -0.829, -2.898], [-0.232, 0.001, 0.736], [-1.174, 1.587, -2.586], [-0.332, 1.631, -4.256], [-2.112, 1.594, -4.277], [-3.345, -3.982, -3.954], [-3.589, -2.460, -4.749], [-1.984, -3.141, -4.812], [1.080, 2.466, 5.023], [2.090, 3.093, 3.709], [0.414, 2.785, 3.347], [1.817, 0.513, 5.829], [2.900, -0.362, 4.629], [3.196, 1.340, 5.226], [2.395, 0.672, 0.333], [1.578, 2.196, 0.137], [2.722, 1.951, 1.536], [-0.279, -0.647, -2.883], [-0.851, -0.519, -4.529], [-1.680, -2.802, -2.631], [-3.349, -2.595, -2.124], [1.171, -1.748, 2.173], [1.925, -1.734, 3.508], [-3.257, -0.476, -3.335]], "lowdin_charge": [-0.13, -0.08, 0.00, 0.04, -0.11, -0.39, -0.23, -0.34, 0.16, -0.14, -0.50, -0.09, 0.70, 0.07, 0.10, 0.08, 0.07, 0.04, 0.08, 0.08, 0.08, 0.16, 0.10, 0.10, 0.10, 0.06, 0.07, 0.12, 0.14, 0.08, 0.05, 0.11, 0.15, 0.15, 0.11], "e_above_lowest_kcal_mol": 41.8, "charge": 1}

[2]
{"formula": "H12O6", "method": "the ωB97M-V functional and the def2-TZVPD basis", "symbols": ["O", "H", "H", "O", "H", "H", "O", "H", "H", "O", "H", "H", "O", "H", "H", "O", "H", "H"], "coordinates": [[0.429, -1.506, -0.269], [0.274, -2.104, -1.025], [0.714, -0.764, -0.668], [-3.387, -1.596, 0.326], [-3.245, -2.519, 0.302], [-2.906, -1.297, -0.477], [-2.255, 2.688, -0.507], [-1.526, 2.248, -0.008], [-2.162, 3.588, -0.457], [2.373, -0.912, -0.515], [2.240, -1.886, -0.485], [2.347, -0.753, -1.414], [1.658, 2.104, 0.340], [2.009, 1.781, -0.560], [1.856, 1.340, 0.883], [0.729, 0.071, 1.224], [-0.209, 0.062, 1.386], [1.059, -0.546, 1.926]], "lowdin_charge": [-0.09, 0.08, -0.04, -0.05, 0.00, 0.05, -0.04, 0.05, -0.02, -0.06, 0.09, 0.02, -0.11, 0.07, -0.02, -0.09, 0.06, 0.11], "smiles": "O.O.O.O.O.O", "e_above_lowest_kcal_mol": 104.2}

[3]
{"formula": "H3O2PS", "method": "the ωB97M-V functional and the def2-TZVPD basis", "symbols": ["O", "P", "S", "H", "O", "H", "H"], "coordinates": [[-0.737, 1.451, -1.177], [-0.406, 0.416, -2.146], [-0.375, -1.399, -1.096], [-1.177, -1.030, -0.182], [0.585, -0.022, 1.583], [1.361, 0.079, 2.153], [0.748, 0.506, 0.864]], "lowdin_charge": [-0.57, 0.48, 0.39, -0.23, -0.06, 0.05, -0.06], "smiles": "O=PS.O", "e_above_lowest_kcal_mol": 36.9}

[4]
{"formula": "C40H99F2N5O11P", "method": "the ωB97M-V functional and the def2-TZVPD basis", "symbols": ["C", "C", "O", "C", "C", "C", "C", "C", "P", "F", "C", "C", "C", "F", "H", "H", "H", "H", "H", "H", "H", "H", "H", "H", "H", "H", "H", "H", "H", "H", "H", "H", "H", "H", "H", "H", "H", "H", "C", "O", "C", "C", "N", "C", "C", "O", "C", "H", "H", "H", "H", "H", "H", "H", "H", "H", "H", "H", "H", "H", "H", "H", "C", "O", "C", "C", "N", "C", "C", "O", "C", "H", "H", "H", "H", "H", "H", "H", "H", "H", "H", "H", "H", "H", "H", "H", "C", "O", "C", "C", "N", "C", "C", "O", "C", "H", "H", "H", "H", "H", "H", "H", "H", "H", "H", "H", "H", "H", "H", "H", "C", "O", "C", "C", "N", "C", "C", "O", "C", "H", "H", "H", "H", "H", "H", "H", "H", "H", "H", "H", "H", "H", "H", "H", "C", "O", "C", "C", "N", "C", "C", "O", "C", "H", "H", "H", "H", "H", "H", "H", "H", "H", "H", "H", "H", "H", "H", "H"], "coordinates": [[3.861, -1.653, -6.289], [4.607, -0.484, -6.917], [4.911, 0.455, -5.890], [5.861, 1.439, -6.263], [5.388, 2.842, -5.873], [4.676, 3.584, -7.002], [3.207, 3.118, -7.200], [2.246, 4.287, -7.403], [0.383, 4.008, -7.752], [0.768, 3.686, -9.405], [0.424, 2.101, -7.385], [-0.925, 1.391, -7.450], [-1.948, 1.900, -6.443], [-1.477, 1.447, -8.741], [4.079, -1.655, -5.221], [2.786, -1.568, -6.434], [4.186, -2.612, -6.696], [5.538, -0.821, -7.387], [3.985, 0.010, -7.671], [6.826, 1.216, -5.791], [6.013, 1.408, -7.348], [6.242, 3.411, -5.492], [4.694, 2.730, -5.035], [4.666, 4.655, -6.786], [5.243, 3.461, -7.931], [3.149, 2.440, -8.054], [2.930, 2.559, -6.301], [2.304, 4.954, -6.533], [2.614, 4.864, -8.259], [-1.019, 3.918, -8.090], [0.327, 5.451, -8.038], [0.037, 4.273, -6.351], [0.774, 1.922, -6.361], [1.080, 1.569, -8.078], [-0.753, 0.320, -7.264], [-1.780, 1.429, -5.472], [-1.841, 2.976, -6.304], [-2.968, 1.717, -6.784], [-2.579, -0.874, -1.428], [-2.528, 0.363, -2.105], [-1.800, 1.377, -1.414], [-0.530, 1.728, -2.159], [0.406, 0.613, -2.134], [1.587, 0.788, -2.971], [1.375, 0.939, -4.471], [0.823, -0.214, -5.083], [-0.587, -0.274, -5.123], [-3.262, -1.518, -1.980], [-1.598, -1.361, -1.382], [-2.955, -0.750, -0.407], [-1.576, 1.054, -0.393], [-2.439, 2.264, -1.359], [-0.067, 2.595, -1.677], [-0.808, 2.026, -3.179], [-0.083, -0.220, -2.440], [2.229, -0.083, -2.811], [2.144, 1.661, -2.616], [2.358, 1.089, -4.927], [0.771, 1.819, -4.724], [-1.030, 0.723, -5.187], [-1.006, -0.791, -4.252], [-0.868, -0.833, -6.017], [1.387, -3.562, 3.114], [0.770, -2.906, 4.205], [1.602, -1.959, 4.864], [1.081, -0.551, 4.676], [1.220, -0.117, 3.294], [0.565, 1.154, 3.000], [-0.948, 1.211, 3.170], [-1.670, 0.426, 2.236], [-1.858, -0.928, 2.591], [0.693, -4.324, 2.763], [1.604, -2.875, 2.289], [2.319, -4.048, 3.417], [2.633, -2.038, 4.506], [1.592, -2.200, 5.932], [1.655, 0.126, 5.318], [0.039, -0.535, 5.028], [0.843, -0.830, 2.683], [0.805, 1.424, 1.969], [1.007, 1.922, 3.644], [-1.263, 2.244, 2.997], [-1.257, 0.956, 4.191], [-1.930, -1.056, 3.675], [-1.056, -1.568, 2.212], [-2.792, -1.262, 2.136], [-5.223, 0.945, -3.593], [-6.451, 1.577, -3.904], [-6.831, 2.603, -3.001], [-6.751, 3.968, -3.654], [-5.370, 4.360, -3.884], [-5.203, 5.572, -4.679], [-5.656, 5.532, -6.136], [-4.876, 4.684, -6.951], [-5.282, 3.332, -7.020], [-5.114, 0.102, -4.273], [-4.366, 1.611, -3.726], [-5.212, 0.575, -2.564], [-6.207, 2.578, -2.102], [-7.866, 2.410, -2.703], [-7.213, 4.705, -2.988], [-7.352, 3.931, -4.574], [-4.877, 3.602, -4.338], [-4.141, 5.828, -4.675], [-5.730, 6.388, -4.173], [-5.528, 6.538, -6.544], [-6.720, 5.280, -6.231], [-6.370, 3.235, -6.943], [-4.813, 2.719, -6.246], [-4.962, 2.946, -7.988], [-5.065, -3.177, 7.009], [-5.058, -2.258, 8.082], [-4.211, -2.623, 9.165], [-3.065, -1.647, 9.303], [-2.153, -1.756, 8.174], [-1.111, -0.739, 8.125], [-1.536, 0.715, 7.948], [-2.130, 0.989, 6.694], [-3.528, 0.788, 6.612], [-5.819, -2.838, 6.300], [-4.097, -3.225, 6.498], [-5.330, -4.183, 7.349], [-3.832, -3.640, 9.027], [-4.810, -2.603, 10.080], [-2.517, -1.873, 10.223], [-3.496, -0.641, 9.411], [-2.688, -1.721, 7.315], [-0.447, -0.992, 7.294], [-0.514, -0.811, 9.041], [-0.630, 1.326, 7.993], [-2.193, 1.059, 8.757], [-4.020, 0.995, 7.567], [-3.782, -0.228, 6.298], [-3.914, 1.478, 5.861], [2.432, -4.994, 7.234], [3.366, -5.605, 8.102], [3.905, -6.827, 7.615], [5.382, -6.681, 7.320], [5.600, -5.800, 6.183], [6.994, -5.454, 5.934], [7.727, -4.648, 7.001], [7.239, -3.330, 7.162], [6.166, -3.179, 8.070], [2.018, -4.134, 7.757], [2.899, -4.648, 6.306], [1.614, -5.676, 6.982], [3.368, -7.153, 6.719], [3.768, -7.586, 8.390], [5.795, -7.667, 7.086], [5.869, -6.326, 8.239], [5.069, -4.949, 6.319], [7.032, -4.882, 5.004], [7.552, -6.380, 5.760], [8.767, -4.546, 6.679], [7.741, -5.164, 7.969], [6.227, -3.903, 8.888], [5.192, -3.283, 7.582], [6.228, -2.174, 8.487]], "lowdin_charge": [-0.06, -0.27, -0.17, -0.23, -0.19, -0.21, -0.26, -0.35, 0.44, -0.41, -0.26, -0.42, -0.06, -0.06, 0.08, 0.06, 0.06, 0.11, 0.12, 0.11, 0.11, 0.10, 0.11, 0.10, 0.10, 0.10, 0.07, 0.06, 0.06, -0.03, -0.05, -0.04, 0.03, 0.08, 0.10, 0.02, 0.06, 0.07, -0.11, -0.22, -0.20, -0.21, -0.05, -0.19, -0.22, -0.17, -0.12, 0.09, 0.08, 0.08, 0.11, 0.12, 0.13, 0.11, 0.07, 0.12, 0.12, 0.11, 0.10, 0.01, 0.08, 0.09, -0.11, -0.20, -0.22, -0.22, -0.04, -0.19, -0.21, -0.19, -0.10, 0.09, 0.08, 0.08, 0.12, 0.10, 0.13, 0.09, 0.08, 0.12, 0.12, 0.12, 0.09, 0.08, 0.08, 0.08, -0.11, -0.19, -0.22, -0.22, -0.05, -0.20, -0.23, -0.17, -0.10, 0.09, 0.07, 0.08, 0.12, 0.12, 0.12, 0.11, 0.08, 0.12, 0.11, 0.12, 0.11, 0.09, 0.06, 0.09, -0.12, -0.20, -0.22, -0.22, -0.05, -0.20, -0.22, -0.20, -0.09, 0.09, 0.08, 0.09, 0.12, 0.12, 0.12, 0.11, 0.08, 0.10, 0.12, 0.12, 0.11, 0.09, 0.07, 0.09, -0.11, -0.19, -0.22, -0.22, -0.05, -0.20, -0.23, -0.18, -0.10, 0.09, 0.07, 0.09, 0.12, 0.12, 0.12, 0.11, 0.07, 0.12, 0.12, 0.12, 0.11, 0.09, 0.07, 0.09], "charge": -1}

| no. | HOMO-LUMO gap (eV) |
| --- | --- |
| 1 | 7.69 |
| 2 | 10.14 |
| 3 | 9.18 |
| 4 | 5.00 |